[1]
# C45H102N6O7

A cluster of 7 separate species, C45H102N6O7 in total (wB97M-V/def2-TZVPD, the Open Molecules 2025 dataset).

The geometry in ORCA input format:
```
! wB97M-V def2-TZVPD RIJCOSX def2/J DEFGRID3
* xyz 0 1
C 7.71 -3.80 -4.54
C 6.61 -3.07 -3.81
C 6.55 -1.67 -4.46
C 5.25 -0.87 -4.31
C 4.02 -1.78 -4.58
C 4.07 -3.10 -3.70
N 5.33 -3.78 -3.97
O 5.34 -5.08 -3.56
C 3.72 -2.84 -2.24
C 2.85 -3.89 -4.22
C 7.02 -2.99 -2.27
H 7.50 -3.89 -5.61
H 7.75 -4.83 -4.18
H 8.74 -3.48 -4.41
H 7.19 -1.07 -3.81
H 6.99 -1.66 -5.45
H 5.13 0.00 -4.94
H 5.20 -0.46 -3.30
H 3.93 -2.10 -5.62
H 3.09 -1.26 -4.35
H 3.86 -3.79 -1.72
H 4.30 -2.10 -1.70
H 2.69 -2.51 -2.16
H 1.95 -3.28 -4.13
H 2.86 -3.99 -5.30
H 2.76 -4.85 -3.72
H 6.93 -3.93 -1.73
H 6.46 -2.24 -1.70
H 8.08 -2.75 -2.20
H 5.56 -5.65 -4.30
C 0.12 -4.40 3.19
C 1.57 -3.91 3.62
C 2.59 -5.01 3.02
C 3.99 -4.52 3.02
C 4.14 -3.24 2.11
C 3.14 -2.12 2.64
N 1.82 -2.66 2.90
O 0.89 -1.69 3.16
C 3.92 -1.52 3.85
C 3.09 -1.09 1.45
C 1.72 -3.83 5.17
H -0.71 -3.94 3.74
H 0.03 -5.46 3.41
H 0.09 -4.34 2.11
H 2.65 -5.93 3.61
H 2.38 -5.25 1.98
H 4.79 -5.21 2.74
H 4.27 -4.41 4.07
H 3.76 -3.54 1.14
H 5.19 -2.97 2.08
H 4.67 -0.79 3.53
H 3.21 -1.03 4.51
H 4.33 -2.36 4.41
H 4.12 -0.77 1.30
H 2.74 -1.64 0.58
H 2.41 -0.28 1.69
H 0.99 -3.09 5.51
H 2.70 -3.44 5.44
H 1.65 -4.79 5.69
H 0.39 -1.71 2.34
C -3.85 4.58 0.73
C -4.46 5.72 -0.21
C -3.98 5.31 -1.63
C -4.83 4.32 -2.36
C -6.28 4.68 -2.28
C -6.80 4.83 -0.81
N -5.91 5.76 -0.08
O -6.40 6.13 1.18
C -8.19 5.43 -1.07
C -6.94 3.38 -0.09
C -3.83 7.09 0.13
H -4.09 3.54 0.51
H -4.40 4.59 1.67
H -2.76 4.64 0.83
H -3.81 6.26 -2.15
H -3.00 4.84 -1.61
H -4.60 3.35 -1.93
H -4.43 4.34 -3.37
H -6.85 3.89 -2.77
H -6.38 5.56 -2.91
H -8.84 4.79 -1.67
H -8.65 5.61 -0.10
H -8.31 6.39 -1.58
H -7.69 2.73 -0.55
H -6.01 2.82 -0.15
H -7.18 3.50 0.97
H -4.18 8.00 -0.35
H -2.75 7.11 -0.02
H -3.93 7.35 1.19
H -6.33 5.34 1.71
C -2.69 -0.30 2.73
C -4.16 -0.60 3.28
C -5.21 0.26 2.50
C -5.56 -0.18 1.07
C -5.86 -1.72 1.03
C -4.89 -2.67 1.77
N -4.53 -2.03 3.08
O -3.80 -2.92 3.78
C -5.71 -3.96 1.98
C -3.67 -3.00 0.90
C -4.25 -0.15 4.76
H -2.57 -0.51 1.67
H -1.90 -0.89 3.20
H -2.49 0.77 2.83
H -6.15 0.44 3.01
H -4.85 1.28 2.38
H -4.77 0.01 0.34
H -6.41 0.36 0.68
H -5.86 -1.96 -0.04
H -6.90 -1.82 1.33
H -6.13 -4.36 1.05
H -5.07 -4.74 2.39
H -6.59 -3.76 2.59
H -2.86 -3.47 1.45
H -3.90 -3.73 0.12
H -3.31 -2.09 0.44
H -3.38 -0.46 5.34
H -5.06 -0.75 5.19
H -4.33 0.90 5.04
H -4.36 -3.11 4.54
C 1.16 5.13 0.65
O 0.12 4.42 1.38
H 1.54 4.59 -0.23
H 0.78 6.10 0.32
H 1.99 5.35 1.31
H 0.12 3.52 1.03
C 4.28 4.01 -1.05
C 4.78 2.59 -1.36
C 3.73 1.55 -0.98
O 2.44 1.76 -1.51
C 2.36 1.65 -2.91
N 5.23 2.53 -2.73
H 3.54 4.02 -1.85
H 4.86 4.89 -1.29
H 3.77 4.10 -0.09
H 5.66 2.39 -0.76
H 3.70 1.52 0.10
H 3.99 0.53 -1.28
H 1.36 1.42 -3.29
H 3.01 0.91 -3.37
H 2.50 2.59 -3.44
H 5.65 3.41 -3.00
H 4.39 2.65 -3.29
C -1.08 2.30 -0.94
C -0.54 1.18 0.02
C -0.24 -0.20 -0.70
O 0.01 -1.16 0.32
C 0.11 -2.53 -0.14
N 0.59 1.68 0.67
H -0.28 2.78 -1.50
H -1.58 3.14 -0.47
H -1.81 1.98 -1.69
H -1.30 0.93 0.77
H 0.61 -0.10 -1.37
H -1.13 -0.45 -1.28
H 0.40 -3.21 0.66
H 0.77 -2.80 -0.97
H -0.85 -2.90 -0.49
H 1.25 1.76 -0.09
H 0.89 0.86 1.16
*
```

F_max in eV Å⁻¹: 3.22
Relative energy (zero: lowest compared OMol25 entry of this formula, charge and spin) in eV: 3.342
Gap between HOMO and LUMO in eV: 8.494
SMILES string: CC1(C)CCCC(C)(C)N1O.CC1(C)CCCC(C)(C)N1O.CC1(C)CCCC(C)(C)N1O.CC1(C)CCCC(C)(C)N1O.COC[C@H](C)N.COC[C@H](C)N.CO
LUMO energy in eV: 0.46
Energy in eV: -71582.925

Mulliken population analysis, charges in e, atoms 1 to 99: -2.09 1.90 -1.82 0.17 -1.39 1.33 0.47 -0.52 -1.19 -2.16 -1.78 0.48 0.48 0.37 0.48 0.36 0.61 -0.15 0.46 0.46 0.68 -0.12 0.09 0.40 0.54 0.40 0.34 0.27 0.50 0.35 -1.94 1.31 -1.04 -0.99 -0.70 0.91 1.34 -0.67 -1.70 -1.56 -1.80 0.35 0.52 0.47 0.49 0.31 0.47 0.38 -0.06 0.51 0.44 0.34 0.30 0.78 -0.22 0.35 0.38 0.36 0.38 0.20 -1.56 1.65 -1.17 -0.37 -1.48 1.62 0.17 -0.44 -2.05 -1.28 -1.89 0.22 0.41 0.36 0.51 0.20 0.07 0.40 0.51 0.41 0.38 0.41 0.42 0.50 0.06 0.39 0.43 0.34 0.42 0.36 -1.65 2.16 -1.36 -0.10 -1.69 1.90 0.15 -0.36 -2.10

[2]
# C45H105N12O11

A cluster of 10 separate species, C45H105N12O11 in total (wB97M-V/def2-TZVPD, the Open Molecules 2025 dataset).

The geometry in ORCA input format:
```
! wB97M-V def2-TZVPD RIJCOSX def2/J DEFGRID3
* xyz -1 1
C 0.02 -26.03 -5.90
C -0.58 -27.21 -5.03
C 0.41 -28.37 -4.90
O -0.98 -26.73 -3.81
H 0.77 -26.49 -6.54
H 0.47 -25.28 -5.26
H -0.57 -25.57 -6.70
H -1.36 -27.58 -5.70
H -0.14 -29.26 -4.60
H 1.23 -28.27 -4.20
H 0.85 -28.52 -5.89
C 0.61 -34.66 -3.25
C -0.59 -34.41 -4.31
C -1.87 -35.24 -4.00
C -3.20 -34.77 -4.51
C -3.45 -33.33 -4.20
C -2.30 -32.39 -4.62
N -0.99 -32.95 -4.20
O 0.08 -31.98 -4.39
C -2.36 -32.31 -6.19
C -2.69 -30.99 -4.05
C -0.14 -34.83 -5.69
H 1.02 -35.65 -3.04
H 0.25 -34.28 -2.29
H 1.47 -34.11 -3.63
H -1.88 -36.22 -4.47
H -1.99 -35.50 -2.95
H -3.99 -35.42 -4.14
H -3.27 -34.82 -5.59
H -3.42 -33.42 -3.12
H -4.43 -33.03 -4.59
H -2.18 -33.29 -6.64
H -3.20 -31.84 -6.68
H -1.57 -31.66 -6.57
H -2.03 -30.21 -4.44
H -3.72 -30.70 -4.27
H -2.58 -31.12 -2.98
H -1.00 -34.90 -6.36
H 0.37 -35.79 -5.70
H 0.55 -34.09 -6.10
H -0.06 -31.73 -5.31
C -0.84 -26.09 -12.55
C -0.08 -27.29 -12.03
C 1.27 -26.85 -11.35
C 1.77 -27.94 -10.47
C 0.78 -28.38 -9.42
C -0.51 -28.99 -10.13
N -0.93 -28.07 -11.19
O -2.20 -28.36 -11.70
C -0.32 -30.44 -10.59
C -1.47 -28.86 -9.04
C 0.28 -28.12 -13.33
H -0.13 -25.50 -13.12
H -1.19 -25.49 -11.71
H -1.78 -26.21 -13.07
H 2.03 -26.74 -12.12
H 1.21 -25.80 -11.04
H 2.59 -27.57 -9.85
H 2.03 -28.84 -11.03
H 0.77 -27.50 -8.78
H 1.21 -29.09 -8.72
H -1.20 -30.96 -10.95
H 0.33 -30.43 -11.46
H 0.36 -30.99 -9.94
H -1.85 -27.84 -8.97
H -2.38 -29.47 -9.05
H -0.98 -29.01 -8.08
H -0.53 -28.41 -14.01
H 0.82 -29.03 -13.08
H 0.92 -27.56 -14.01
H -1.96 -28.95 -12.42
C 6.78 -23.32 -9.07
C 5.61 -24.25 -8.61
C 6.17 -25.10 -7.44
C 5.06 -25.91 -6.80
C 3.78 -25.09 -6.43
C 3.37 -24.00 -7.46
N 4.54 -23.34 -8.02
O 4.18 -22.15 -8.69
C 2.37 -24.54 -8.56
C 2.57 -23.05 -6.55
C 5.29 -25.18 -9.76
H 7.76 -23.75 -9.28
H 6.93 -22.53 -8.34
H 6.26 -22.83 -9.89
H 6.96 -25.75 -7.81
H 6.70 -24.47 -6.73
H 5.40 -26.47 -5.93
H 4.76 -26.80 -7.35
H 3.74 -24.82 -5.38
H 2.95 -25.80 -6.42
H 1.34 -24.38 -8.23
H 2.44 -23.93 -9.46
H 2.68 -25.57 -8.71
H 1.65 -23.44 -6.10
H 3.13 -22.49 -5.80
H 2.15 -22.23 -7.13
H 4.45 -25.85 -9.58
H 6.03 -25.94 -10.02
H 5.02 -24.60 -10.65
H 4.41 -21.54 -7.98
C 4.68 -34.44 -5.64
C 4.79 -33.08 -6.38
C 3.36 -32.46 -6.43
C 3.31 -30.95 -6.83
C 4.14 -30.23 -5.78
C 5.63 -30.63 -5.81
N 5.60 -32.13 -5.59
O 6.87 -32.54 -5.63
C 6.13 -30.13 -7.13
C 6.43 -29.87 -4.69
C 5.39 -33.32 -7.83
H 5.64 -34.80 -5.25
H 4.02 -34.49 -4.77
H 4.33 -35.25 -6.28
H 2.87 -32.95 -7.27
H 2.65 -32.64 -5.62
H 3.66 -30.91 -7.86
H 2.25 -30.70 -6.87
H 3.94 -30.51 -4.74
H 3.86 -29.18 -5.85
H 6.72 -29.21 -7.09
H 5.33 -29.94 -7.84
H 6.80 -30.76 -7.71
H 6.00 -29.95 -3.69
H 6.38 -28.79 -4.88
H 7.41 -30.33 -4.66
H 4.76 -33.95 -8.46
H 5.29 -32.39 -8.39
H 6.37 -33.80 -7.88
H 7.25 -32.51 -4.74
C -0.83 -22.34 -9.39
C -1.29 -22.05 -7.93
O -0.25 -21.46 -7.21
O -0.91 -21.06 -10.00
H -1.53 -23.09 -9.78
H 0.19 -22.66 -9.56
H -1.49 -22.98 -7.40
H -2.17 -21.44 -7.74
H -0.02 -20.61 -7.59
H -1.79 -20.91 -10.35
C 1.43 -30.07 -1.49
O 1.89 -29.38 -0.58
N 0.44 -29.65 -2.24
N 1.84 -31.25 -1.87
H 0.14 -30.22 -3.02
H -0.04 -28.80 -1.98
H 1.47 -31.62 -2.73
H 2.67 -31.61 -1.41
C 2.29 -24.79 -1.88
O 3.08 -24.54 -0.96
N 1.30 -25.57 -1.91
N 2.40 -24.19 -3.04
H 0.60 -25.69 -2.63
H 0.83 -25.95 -1.10
H 1.81 -24.55 -3.78
H 3.28 -23.70 -3.14
C -3.90 -24.68 -5.93
O -3.46 -24.55 -4.76
N -4.41 -23.78 -6.71
N -3.85 -25.85 -6.54
H -4.38 -24.01 -7.69
H -4.38 -22.79 -6.54
H -3.39 -26.58 -6.01
H -4.20 -26.06 -7.47
C -0.54 -22.85 -3.86
O -0.73 -23.49 -2.80
N -1.35 -22.56 -4.77
N 0.59 -22.20 -4.00
H -1.00 -22.00 -5.53
H -2.27 -22.95 -4.61
H 0.74 -21.61 -4.80
H 1.24 -22.30 -3.23
*
```

F_max in eV Å⁻¹: 7.25
Gap between HOMO and LUMO in eV: 4.991
LUMO energy in eV: 1.64
Energy in eV: -88763.959

Mulliken population analysis, charges in e, atoms 1 to 99: 1.57 0.94 0.79 -1.08 -0.92 -1.00 0.27 -0.49 -1.28 0.50 -0.41 -1.67 1.96 -1.23 -0.70 -1.23 1.64 -0.37 1.75 -1.50 -2.29 -1.75 0.35 0.45 0.03 0.30 0.42 0.41 0.34 0.37 0.43 0.24 0.45 0.15 0.29 0.42 0.49 0.41 0.48 0.12 -0.43 -2.00 1.57 -0.91 -0.64 -0.21 2.12 0.37 -0.49 -1.98 -1.81 -1.88 0.44 0.38 0.30 0.43 0.00 0.09 0.57 -0.18 0.15 0.49 0.38 0.30 0.49 0.27 0.01 0.45 0.37 0.48 0.38 -1.97 1.67 -1.88 -0.07 0.10 2.71 0.26 -0.47 -0.48 -2.35 -1.13 0.34 0.42 0.44 0.42 0.38 0.52 -0.08 0.40 -0.81 -0.05 0.55 -0.88 -0.02 0.21 0.81 0.07 0.34

Question: Which of these has the highest gap between HOMO and LUMO?
Answer: C45H102N6O7